Here is 4 unconnected molecules or ions with the total composition C33H56N4O6 at a distorted geometry from the Open Molecules 2025 dataset. Energies are from ωB97M-V/def2-TZVPD.

Atoms and positions in Å:
C: 0.0153 1.4933 -2.4745
C: 0.9628 0.3787 -1.7501
C: 0.2557 -1.0413 -1.9897
C: 1.2858 0.7275 -0.2164
C: 2.2153 2.0478 -0.2245
C: 1.9521 -0.5415 0.5044
O: 2.8377 -0.2294 1.6154
C: 2.1660 0.4313 2.6731
C: 0.7813 0.0472 3.2484
C: 0.1063 0.8494 4.3948
C: 0.8310 2.1176 4.9879
C: 0.0581 2.8841 6.1596
N: -1.2457 3.3989 5.6156
C: 2.2363 2.5399 4.4234
C: 2.8997 1.6911 3.2698
C: 4.3271 2.1551 2.7348
O: 4.8049 1.9007 1.6007
C: 5.2693 3.0317 3.7092
C: 6.8108 3.0691 3.5080
C: 7.6152 3.9758 4.4754
C: 6.9469 4.8375 5.6094
C: 5.3932 4.7942 5.8092
C: 4.6069 3.8677 4.8271
C: 2.9993 3.8169 4.9707
O: 2.4657 4.8353 5.4849
H: -0.3827 2.1876 -1.6596
H: 0.6070 2.1339 -3.2295
H: -0.8413 0.9655 -3.0372
H: 1.9669 0.4241 -2.3206
H: 0.2625 -1.2165 -3.1345
H: -0.8587 -1.0067 -1.7012
H: 0.7979 -1.9364 -1.5359
H: 0.2692 0.9053 0.3058
H: 1.8865 2.8235 -1.0009
H: 3.2871 1.7351 -0.4534
H: 2.1038 2.5711 0.8009
H: 2.6022 -1.0728 -0.2890
H: 1.1604 -1.2901 0.8551
H: 0.1927 -0.8493 2.8289
H: -0.9181 0.5159 4.8037
H: -0.2114 2.0793 6.9488
H: 0.6730 3.6676 6.7106
H: -1.0741 3.6867 4.6404
H: -1.8850 2.5910 5.5814
H: 7.2905 2.4407 2.6767
H: 8.7487 4.0111 4.3160
H: 7.5952 5.5015 6.2816
H: 4.8571 5.4043 6.6058
C: -5.2420 1.3939 9.8360
O: -4.2645 1.3235 8.8113
C: -4.5513 2.1204 7.6661
C: -4.1326 3.5986 7.8000
C: -5.0888 4.4268 8.6532
N: -2.7759 3.7298 8.3449
H: -6.2539 1.5001 9.4347
H: -5.0147 2.2159 10.5176
H: -5.1945 0.4670 10.4117
H: -3.9667 1.6795 6.8508
H: -5.6054 2.0242 7.3784
H: -4.1399 4.0337 6.7946
H: -4.9888 4.2168 9.7200
H: -4.8912 5.4935 8.5195
H: -6.1285 4.2429 8.3661
H: -2.1287 3.2477 7.7225
H: -2.7402 3.1782 9.2032
C: -0.3073 -3.5422 -5.2345
O: 0.9790 -3.0670 -4.8700
C: 1.9683 -4.0833 -4.7459
C: 2.6251 -4.4929 -6.0793
C: 1.7495 -5.4051 -6.9337
N: 3.0087 -3.3202 -6.8768
H: -0.5245 -4.5222 -4.7996
H: -0.4006 -3.5787 -6.3210
H: -1.0480 -2.8289 -4.8653
H: 2.7477 -3.6551 -4.1062
H: 1.5697 -4.9524 -4.2086
H: 3.5345 -5.0539 -5.8381
H: 0.9246 -4.8704 -7.4097
H: 2.3395 -5.8574 -7.7352
H: 1.3276 -6.2165 -6.3332
H: 3.6629 -2.7580 -6.3345
H: 2.1845 -2.7230 -6.9520
C: -3.0665 -5.5809 -7.8271
O: -2.2552 -4.4259 -7.9655
C: -2.1189 -3.9573 -9.3043
C: -3.2761 -3.0571 -9.7817
C: -4.5383 -3.8318 -10.1486
N: -3.6188 -2.0387 -8.7796
H: -2.9665 -6.2602 -8.6784
H: -4.1108 -5.2933 -7.6900
H: -2.7503 -6.1090 -6.9248
H: -1.2030 -3.3564 -9.3110
H: -1.9463 -4.7923 -9.9940
H: -2.9391 -2.5436 -10.6886
H: -5.0762 -4.1979 -9.2717
H: -5.2306 -3.1916 -10.7014
H: -4.2996 -4.6897 -10.7841
H: -2.7945 -1.4668 -8.6019
H: -3.7693 -2.5239 -7.8944

Properties
Orbital gap   7.36 eV
HOMO   -8.60 eV
SMILES   CC(C)[C@H](C)COc1ccc(CN)c2c1C(=O)c1ccccc1C2=O.COC[C@@H](C)N.COC[C@@H](C)N.COC[C@@H](C)N
Molar mass   604.83 g/mol
Energy   -53363.0917 eV